Entry 1:
C22H50N3P3SeTl | ωB97M-V/def2-TZVPD

XYZ file:
```
80
Properties=species:S:1:pos:R:3:lowdin_charge:R:1
Tl -1.48020 -0.29239 1.02606 0.5371
P 2.21098 1.71760 -1.14531 0.8672
P -0.64020 2.19865 2.55532 0.6850
P -1.07121 2.60696 -1.12332 0.8597
H -1.51711 -3.26059 -2.95944 0.0560
C -1.35203 -2.35705 -3.56151 -0.0657
C -0.16898 -1.71611 -3.58471 -0.0849
H 0.68948 -2.06235 -2.99654 0.0323
C 3.53993 0.47363 -0.87570 -0.2712
C 3.14860 3.19191 -0.54868 -0.2545
C 2.48112 1.94020 -2.96041 -0.2686
C -2.09619 2.26968 3.67701 -0.2902
C 0.65196 1.80171 3.79676 -0.2708
C -0.33065 3.98826 2.30964 -0.2679
C -1.13952 1.84172 -2.79661 -0.2476
C -0.25066 4.20481 -1.54981 -0.2482
C -2.79876 3.24182 -1.05734 -0.2670
H -2.19227 -2.02889 -4.18492 0.0659
H -0.00713 -0.83459 -4.21670 0.0518
H 3.11646 -0.53482 -0.96415 0.0262
H 3.98255 0.59032 0.12201 0.0349
H 4.32384 0.59172 -1.63527 0.0654
H 3.53538 2.98177 0.45678 0.0475
H 2.48012 4.06022 -0.49543 0.0281
H 3.98529 3.41490 -1.22456 0.0722
H 2.02457 1.09638 -3.49440 0.0413
H 3.56121 1.94934 -3.15770 0.0634
H 2.03684 2.87452 -3.32338 0.0418
H -1.77856 2.67206 4.64857 0.0626
H -2.51437 1.26278 3.81301 0.0288
H -2.87609 2.90728 3.24162 0.0524
H 0.39501 2.27417 4.75483 0.0647
H 1.62931 2.16942 3.45609 0.0514
H 0.71055 0.71337 3.93941 0.0276
H -0.50161 4.52884 3.25163 0.0729
H -1.00461 4.38434 1.53709 0.0259
H 0.70846 4.13924 1.98550 0.0448
H -1.99192 2.26042 -3.34733 0.0731
H -1.27147 0.75562 -2.70065 0.0180
H -0.21432 2.03146 -3.35502 0.0323
H -0.98728 4.86537 -2.02653 0.0715
H 0.59972 4.06017 -2.22702 0.0289
H 0.10642 4.68204 -0.62757 0.0360
H -2.96160 3.92288 -1.90455 0.0749
H -2.94803 3.78223 -0.11388 0.0523
H -3.51263 2.40400 -1.08435 0.0060
C -4.90670 -0.71234 0.08943 -0.6275
C -4.34350 -1.36343 -1.03455 -0.1278
C -4.99033 -2.45432 -1.61013 -0.0388
C -6.23584 -2.87925 -1.12518 0.0060
C -6.84204 -2.18873 -0.06133 -0.0191
C -6.19529 -1.10957 0.53420 -0.0757
Se -3.97323 0.61387 1.00825 0.7446
H 0.66100 -1.26598 1.00942 -0.1100
H -3.38214 -1.02195 -1.42943 0.0734
H -4.51538 -2.97538 -2.44336 0.1177
H -6.73088 -3.73623 -1.58105 0.1337
H -7.82253 -2.49428 0.30755 0.1328
H -6.64942 -0.56428 1.36390 0.1191
C 1.47207 -4.57185 -0.38909 -0.0183
N 2.45421 -3.92650 0.47651 -0.1107
C 3.78197 -4.54036 0.48827 -0.0135
C 2.17761 -2.74468 1.03676 -0.3326
N 1.07786 -2.09006 0.57280 0.1418
N 2.92843 -2.20522 2.00925 -0.1039
C 3.78749 -3.00681 2.87920 -0.0168
C 2.82349 -0.79691 2.39577 -0.0327
H 1.76685 -5.62039 -0.46883 0.1096
H 1.45446 -4.13931 -1.40397 0.1023
H 0.46590 -4.52975 0.04934 0.1066
H 4.58119 -3.80539 0.33936 0.1094
H 3.95684 -5.10555 1.40848 0.0979
H 3.80499 -5.24791 -0.34202 0.1047
H 0.63440 -2.40761 -0.28113 0.0752
H 3.83676 -2.50895 3.85216 0.1079
H 3.37270 -4.00593 3.03358 0.1051
H 4.80987 -3.08110 2.48796 0.1061
H 3.82354 -0.33322 2.36150 0.1120
H 2.16921 -0.23622 1.71388 0.0598
H 2.43602 -0.70941 3.42395 0.0980
```

LUMO (alpha / beta) (eV): -11.595 / -10.727
Net charge: +3
2S+1: 1
ΔE to the lowest compared entry with this formula, charge and spin (eV): 0.000
HOMO level (alpha / beta) (eV): -16.3 / -16.4

=====

Entry 2:
C22H51BN4O2Si2Sm | ωB97M-V/def2-TZVPD

XYZ file:
```
83
Properties=species:S:1:pos:R:3:lowdin_charge:R:1
O -1.05397 -1.57763 -1.48236 -0.2431
O 1.27815 0.74639 -3.10264 -0.2205
C -0.12465 -2.56141 -1.96304 -0.2678
C -0.60529 -3.96453 -1.68404 -0.0572
H 0.84956 -2.42392 -1.46884 0.0993
H -0.01219 -2.37892 -3.04992 0.1045
H -0.75223 -4.13729 -0.61732 0.0752
H 0.18825 -4.65190 -1.96991 0.0824
H -1.51461 -4.26302 -2.22012 0.0892
C -1.99775 -1.06418 -2.43074 -0.2387
C -1.73739 -1.30025 -3.91977 -0.0730
H -2.08975 0.02097 -2.26142 0.1125
H -2.93934 -1.53173 -2.17109 0.0939
H -0.89709 -0.70874 -4.31140 0.0579
H -2.64824 -0.99745 -4.45772 0.0975
H -1.60133 -2.36839 -4.15558 0.0857
C 0.42064 2.03352 -3.10717 -0.1218
C 2.31663 0.39086 -4.08657 -0.1876
C -0.53103 2.13461 -4.26634 -0.0672
H 1.16660 2.81886 -3.12199 0.1229
H -0.15338 2.07767 -2.16536 0.1140
H -0.02251 2.01058 -5.23015 0.0594
H -1.02743 3.11882 -4.21083 0.1024
H -1.33695 1.39136 -4.22116 0.0639
C 1.98144 0.65202 -5.52914 -0.0760
H 2.57806 -0.66527 -3.92169 0.1365
H 3.19042 0.97662 -3.82874 0.1201
H 1.15307 0.02386 -5.87127 0.0843
H 2.85014 0.35023 -6.13339 0.0975
H 1.73449 1.70346 -5.73604 0.0769
H 1.75593 0.54965 -2.02540 -0.0309
Sm -0.39559 -0.05422 1.41548 1.6223
C 1.80368 0.15548 -0.82374 -0.2522
Si 3.39521 0.19058 0.15914 0.4358
H 1.37515 -0.84039 -0.99458 -0.0266
H 0.95241 0.91984 -0.41224 0.0171
C 4.68690 -0.93259 -0.64166 -0.1806
C 3.51929 -0.09673 2.00559 -0.1781
C 3.77299 1.99204 -0.28680 -0.1703
C -2.09829 -1.60332 1.12094 -0.4168
Si -3.40815 -0.35528 1.00858 0.3594
H -2.06663 -2.16297 2.06256 0.0026
H -2.01234 -2.34151 0.32339 -0.0033
C -4.71737 -0.84079 -0.26347 -0.1732
C -2.74777 1.37576 0.55796 -0.2039
C -4.36664 -0.23975 2.63837 -0.1668
H 3.20119 2.28760 -1.18340 0.0250
H 4.84903 2.11391 -0.47189 0.0391
H 3.45945 2.64649 0.53410 0.0027
H 4.47756 -1.98869 -0.40097 0.0335
H 5.68581 -0.66588 -0.25339 0.0418
H 4.68576 -0.83490 -1.74004 0.0264
H 2.94515 -0.97243 2.33703 0.0187
H 3.14707 0.73791 2.61420 0.0024
H 4.56497 -0.26017 2.33944 0.0547
H -3.35881 1.71554 -0.28945 0.0566
H -1.69753 1.49219 0.21704 -0.0270
H -2.91710 2.06253 1.39410 0.0441
H -5.32147 0.28770 2.48096 0.0422
H -3.81391 0.29787 3.42099 -0.0040
H -4.56649 -1.26178 2.99870 0.0487
H -5.66352 -0.31586 -0.05187 0.0406
H -4.90599 -1.92537 -0.19470 0.0508
H -4.42766 -0.60687 -1.29996 0.0109
B -1.41531 1.21818 4.49429 -0.3808
N -0.10654 2.01000 4.09008 -0.0989
C 0.59903 2.85682 4.84609 -0.0563
C 1.72544 3.24269 4.11861 -0.0468
C 1.60993 2.62676 2.87221 -0.1529
N 0.47653 1.86550 2.84269 -0.0922
N -0.80591 -0.22076 4.66565 -0.0614
C -0.81970 -1.01068 5.73445 -0.0601
C -0.13300 -2.17222 5.43887 -0.0418
C 0.19380 -2.09782 4.07461 -0.1048
N -0.27651 -0.90859 3.57999 -0.1462
H -2.19609 1.33361 3.57615 0.0431
H -1.82240 1.65034 5.54006 0.0864
H 0.28504 3.05442 5.85834 0.1296
H 2.50139 3.90455 4.46084 0.0991
H 2.27573 2.71672 2.00975 0.0799
H -1.21721 -0.62782 6.67515 0.1407
H 0.03620 -3.00064 6.08850 0.0966
H 0.63491 -2.82183 3.43442 0.1023
```

LUMO (alpha / beta) (eV): -3.367 / -2.366
Net charge: +1
2S+1: 6
<S²>: 8.8156
HOMO level (alpha / beta) (eV): -10.9 / -10.8

=====

Across the entries above, E_tot takes the values -4629.47582; -2499.88700 Ha, respectively.